Computed, not measured: a cluster of 2 separate species, C3H9NO in total, with the ωB97M-V functional and the def2-TZVPD basis.

Last column: Löwdin charge in e.
Atoms and positions in Å:
C1 1.627 -0.040 0.548  -0.033
C2 0.682 0.717 1.077  -0.322
N1 -0.421 0.294 1.805  0.032
H1 2.400 0.367 -0.084  0.049
H2 1.656 -1.114 0.701  0.056
H3 0.735 1.796 1.006  0.108
H4 -0.507 -0.699 1.955  0.092
H5 -0.621 0.842 2.627  0.085
C3 -0.755 -0.503 -1.897  -0.179
O1 -1.847 -0.078 -1.098  -0.131
H6 -1.153 -0.736 -2.883  0.074
H7 0.014 0.264 -1.961  0.067
H8 -0.311 -1.428 -1.505  0.071
H9 -1.500 0.319 -0.291  0.029

The HOMO-LUMO gap comes out at 9.79 eV. The SMILES is C=CN.CO. The calculation puts the HOMO energy at -8.796 eV. The energy above the lowest of the compared OMol25 structures with the same formula, charge and spin is 1.598 eV.